[1]
This record from OMol25 describes a 2-piece molecular cluster, C4H11N3O2 overall at a distorted geometry. The level of theory is wB97M-V/def2-TZVPD.

Last column: Löwdin charge in e.
Cartesian coordinates (Å):
O1 0.13726 -0.54729 1.73932  -0.0244
O2 1.97004 -0.21546 0.49105  0.0422
N1 -1.03746 0.58601 -0.47065  -0.0290
N2 -1.79967 0.16323 -2.70655  0.1201
N3 0.49381 -0.13653 -1.99346  0.1141
C1 -2.44358 0.78149 0.07764  -0.0722
C2 1.46254 -0.32830 1.58605  -0.6018
C3 2.15163 -0.56974 2.89586  -0.0173
C4 -0.78912 0.28222 -1.69949  -0.4939
H1 -2.36491 0.57042 1.14026  0.0632
H2 1.61088 0.05214 3.69189  0.1016
H3 1.10963 0.43368 -2.60309  0.1173
H4 -2.68206 1.82950 -0.04311  0.0672
H5 -2.34190 0.99132 -2.97952  0.1002
H6 -0.42962 -0.17893 0.80812  0.1322
H7 1.00562 -0.51001 -1.21158  0.0460
H8 -3.05724 0.08387 -0.50779  0.0728
H9 3.22003 -0.22628 2.97498  0.0937
H10 -1.44483 -0.29376 -3.52411  0.0697
H11 1.96390 -1.64572 3.13331  0.0985

Properties
HOMO-LUMO gap in eV: 10.0
Lowest unoccupied orbital energy in eV: 0.7784
SMILES string: CN=C(N)N.CC(=O)O
ΔE to the lowest compared entry with this formula, charge and spin in kJ/mol: 105.87
Charge: 0
Highest occupied orbital energy in eV: -9.258

=====

[2]
This record from OMol25 describes a 2-piece molecular cluster, C4H11N3O2 overall at a distorted geometry. The level of theory is wB97M-V/def2-TZVPD.

Last column: Löwdin charge in e.
Cartesian coordinates (Å):
O1 -0.11270 2.19088 -0.53169  0.1005
O2 0.87078 -2.00680 0.93447  0.0187
N1 0.62661 -0.80265 -1.00765  -0.0866
N2 -1.97145 0.98028 -0.31063  0.1908
N3 -0.15980 0.65886 1.18804  -0.0145
C1 -1.00143 0.09576 2.23352  -0.1261
C2 -0.73127 1.21554 0.14818  -0.5673
C3 1.05465 -0.82363 0.24929  -0.3242
C4 1.63922 -0.45717 -1.99440  -0.1835
H1 0.21157 -2.50459 0.42596  0.1044
H2 -2.48055 0.23839 0.14676  0.0964
H3 -1.59145 -0.75128 1.86363  0.0690
H4 2.37488 0.27507 -1.62654  0.0725
H5 1.13992 -0.01830 -2.86375  0.0546
H6 2.18477 -1.33665 -2.35928  0.0681
H7 0.00796 1.90043 -1.44725  0.1087
H8 2.00129 -0.37403 0.59081  0.1419
H9 -1.66697 0.84643 2.66566  0.0827
H10 -0.34810 -0.29649 3.01446  0.0773
H11 -2.04790 0.96995 -1.31961  0.1167

Properties
HOMO-LUMO gap in eV: 8.7
Lowest unoccupied orbital energy in eV: 0.6862
SMILES string: C/N=C(\N)O.C/N=C/O
ΔE to the lowest compared entry with this formula, charge and spin in kJ/mol: 348.62
Charge: 0
Highest occupied orbital energy in eV: -7.979

=====

[3]
This record from OMol25 describes a 2-piece molecular cluster, C4H11N3O2 overall at a distorted geometry. The level of theory is wB97M-V/def2-TZVPD.

Last column: Löwdin charge in e.
Cartesian coordinates (Å):
O1 -0.69521 1.38256 -3.29013  0.0793
O2 0.48579 -0.46627 -3.71191  0.0883
N1 -2.15122 -0.54091 0.77738  0.1108
N2 -0.35066 -1.85018 1.30692  0.1233
N3 -0.66308 0.19580 2.41515  -0.0046
C1 0.39751 0.58504 -3.12334  -0.5671
C2 1.44281 1.16319 -2.23095  0.0083
C3 -0.99429 -0.65511 1.53925  -0.5856
C4 0.57946 0.07032 3.14992  -0.1528
H1 -1.43589 0.81429 -3.53860  0.1174
H2 1.13882 2.11073 -1.75906  0.0902
H3 -0.37600 -2.32135 0.41491  0.0885
H4 1.77996 0.41894 -1.52242  0.0892
H5 0.85590 -0.96293 3.40290  0.0587
H6 0.45143 0.58232 4.10160  0.0663
H7 2.17774 1.65140 -2.86351  0.0913
H8 0.49714 -2.10886 1.77991  0.0722
H9 1.38909 0.47380 2.56273  0.0666
H10 -2.57265 0.37022 0.73049  0.0864
H11 -1.95665 -0.91303 -0.14125  0.0733

Properties
HOMO-LUMO gap in eV: 9.1
Lowest unoccupied orbital energy in eV: 0.3764
SMILES string: CN=C(N)N.CC(=O)O
ΔE to the lowest compared entry with this formula, charge and spin in kJ/mol: 104.65
Charge: 0
Highest occupied orbital energy in eV: -8.737

=====

[4]
This record from OMol25 describes a 2-piece molecular cluster, C4H11N3O2 overall at a distorted geometry. The level of theory is wB97M-V/def2-TZVPD.

Last column: Löwdin charge in e.
Cartesian coordinates (Å):
O1 -0.77167 3.66393 0.28238  0.0820
O2 0.56379 2.50461 -1.01439  0.0791
N1 1.00773 0.23557 1.29690  0.1312
N2 1.49883 -1.54867 -0.02621  -0.0082
N3 -0.63539 -1.37977 0.95939  0.1444
C1 1.12583 -2.78808 -0.66630  -0.1646
C2 -0.62752 2.64816 -0.35912  -0.5708
C3 0.65247 -0.96108 0.71094  -0.5873
C4 -1.60896 1.59197 -0.67686  0.0092
H1 -1.16038 -0.83162 1.60103  0.0858
H2 -0.97204 -2.21203 0.53583  0.0721
H3 1.95110 -3.12701 -1.27524  0.0628
H4 0.14139 -2.72580 -1.15258  0.0657
H5 -1.26417 0.56429 -0.62370  0.0636
H6 0.53071 0.55869 2.11574  0.0886
H7 -2.55743 1.77986 -0.18763  0.0917
H8 0.94909 -3.57030 0.08999  0.0723
H9 1.94511 0.54655 1.17828  0.0915
H10 -1.72988 1.70113 -1.76414  0.1022
H11 0.96139 3.34960 -1.02432  0.0886

Properties
HOMO-LUMO gap in eV: 9.1
Lowest unoccupied orbital energy in eV: 0.6646
SMILES string: CN=C(N)N.CC(=O)O
ΔE to the lowest compared entry with this formula, charge and spin in kJ/mol: 84.33
Charge: 0
Highest occupied orbital energy in eV: -8.459

=====

> The highest ΔE to the lowest compared entry with this formula, charge and spin belongs to which entry?

number 2